1.
{"formula": "C6H24HfN16O18", "method": "ωB97M-V/def2-TZVPD", "species": ["Hf", "N", "O", "O", "O", "N", "O", "O", "O", "N", "O", "O", "O", "N", "O", "O", "O", "C", "O", "N", "N", "H", "H", "H", "H", "C", "O", "N", "N", "H", "H", "H", "H", "C", "O", "N", "N", "H", "H", "H", "H", "C", "O", "N", "N", "H", "H", "H", "H", "C", "O", "N", "N", "H", "H", "H", "H", "C", "O", "N", "N", "H", "H", "H", "H"], "positions_angstrom": [[0.42, 0.01, -0.01], [3.45, -1.85, -0.69], [3.27, -2.42, -1.77], [2.46, -1.26, -0.14], [4.54, -1.79, -0.14], [2.81, 1.74, 1.94], [3.89, 2.21, 1.61], [2.32, 1.87, 3.05], [2.16, 1.09, 1.05], [-1.24, 1.97, 2.48], [-1.72, 3.09, 2.29], [-0.51, 1.47, 1.60], [-1.43, 1.37, 3.55], [-0.95, -1.28, -3.26], [-0.49, -0.85, -2.16], [-2.04, -0.83, -3.65], [-0.34, -2.13, -3.89], [0.51, 3.72, -0.62], [0.70, 2.54, -0.47], [0.92, 4.40, -1.74], [-0.21, 4.50, 0.27], [1.20, 3.89, -2.56], [1.29, 5.33, -1.78], [-0.52, 3.99, 1.10], [0.08, 5.46, 0.31], [2.29, 0.57, -2.88], [1.59, 0.62, -1.87], [1.75, 0.78, -4.10], [3.62, 0.34, -2.87], [2.30, 0.65, -4.93], [0.79, 1.05, -4.17], [4.12, -0.02, -2.07], [4.15, 0.52, -3.70], [0.88, -1.31, 3.25], [0.68, -0.93, 2.11], [1.83, -2.23, 3.55], [0.13, -0.85, 4.29], [2.52, -2.58, 2.92], [2.05, -2.35, 4.52], [0.48, -1.18, 5.17], [-0.30, 0.07, 4.25], [-2.54, 1.72, -1.04], [-1.48, 1.12, -0.89], [-3.49, 1.18, -1.88], [-2.90, 2.90, -0.49], [-3.24, 0.25, -2.18], [-3.78, 1.73, -2.68], [-3.86, 3.01, -0.24], [-2.21, 3.43, 0.01], [-0.23, -3.53, -0.37], [0.16, -2.41, -0.08], [-1.12, -3.76, -1.37], [0.36, -4.63, 0.17], [-1.50, -2.94, -1.81], [-1.61, -4.63, -1.47], [0.06, -5.57, -0.01], [1.07, -4.46, 0.86], [-2.54, -1.40, 1.43], [-1.65, -0.85, 0.79], [-2.88, -0.97, 2.67], [-3.19, -2.51, 0.97], [-3.46, -1.48, 3.30], [-2.48, -0.12, 3.04], [-4.02, -2.85, 1.41], [-2.94, -2.65, 0.01]], "orbital_gap_ha": 0.3158, "e_homo_ev": -8.5}


2.
{"formula": "C52H41INOP2Pt", "method": "ωB97M-V/def2-TZVPD", "species": ["Pt", "O", "C", "C", "C", "C", "C", "C", "P", "C", "C", "C", "C", "C", "C", "C", "C", "C", "C", "C", "C", "C", "C", "C", "C", "C", "C", "P", "C", "C", "C", "C", "C", "C", "C", "C", "C", "C", "C", "C", "H", "H", "H", "H", "H", "H", "H", "H", "H", "H", "H", "H", "H", "H", "H", "H", "H", "H", "H", "H", "H", "H", "H", "H", "H", "H", "H", "H", "I", "C", "C", "C", "C", "C", "C", "C", "C", "C", "C", "H", "H", "H", "H", "H", "H", "N", "C", "C", "C", "C", "C", "C", "H", "H", "H", "H", "H", "H", "H"], "positions_angstrom": [[-1.42, -1.54, 1.31], [-1.00, 2.40, 1.44], [0.01, 3.37, 1.34], [0.26, 4.19, 2.42], [1.23, 5.18, 2.30], [1.92, 5.34, 1.11], [1.67, 4.48, 0.05], [0.71, 3.48, 0.15], [0.52, 2.12, -1.07], [0.41, 2.94, -2.70], [0.56, 2.13, -3.82], [0.39, 2.64, -5.10], [0.04, 3.98, -5.26], [-0.15, 4.78, -4.15], [0.04, 4.27, -2.87], [2.27, 1.57, -0.98], [2.62, 0.91, 0.19], [3.95, 0.60, 0.47], [4.93, 0.93, -0.45], [4.59, 1.57, -1.63], [3.27, 1.90, -1.89], [-2.15, 2.75, 0.77], [-2.65, 4.05, 0.81], [-3.82, 4.36, 0.16], [-4.52, 3.39, -0.55], [-4.03, 2.10, -0.59], [-2.83, 1.77, 0.05], [-2.41, 0.01, -0.01], [-2.65, -0.54, -1.70], [-2.43, 0.34, -2.75], [-2.46, -0.12, -4.06], [-2.73, -1.45, -4.32], [-2.94, -2.34, -3.27], [-2.89, -1.89, -1.96], [-3.64, -0.70, 1.14], [-3.32, -0.43, 2.48], [-4.08, -1.02, 3.51], [-5.15, -1.82, 3.20], [-5.50, -2.05, 1.86], [-4.75, -1.51, 0.84], [-0.29, 4.05, 3.34], [1.44, 5.83, 3.14], [2.67, 6.11, 1.01], [2.26, 4.57, -0.86], [0.82, 1.08, -3.70], [0.53, 2.01, -5.96], [-0.10, 4.38, -6.26], [-0.43, 5.82, -4.27], [-0.12, 4.91, -2.01], [1.85, 0.66, 0.92], [4.20, 0.11, 1.40], [5.97, 0.69, -0.24], [5.36, 1.83, -2.35], [3.02, 2.43, -2.81], [-2.11, 4.80, 1.36], [-4.20, 5.37, 0.20], [-5.44, 3.63, -1.06], [-4.57, 1.34, -1.14], [-2.22, 1.39, -2.56], [-2.28, 0.57, -4.87], [-2.76, -1.81, -5.34], [-3.13, -3.39, -3.47], [-3.01, -2.60, -1.15], [-2.56, 0.30, 2.74], [-3.84, -0.80, 4.54], [-5.75, -2.25, 3.99], [-6.36, -2.65, 1.63], [-5.02, -1.70, -0.19], [-1.08, -3.57, 2.90], [0.31, -4.39, 1.56], [0.83, -5.62, 1.80], [1.77, -6.14, 0.89], [2.16, -5.40, -0.19], [1.63, -4.10, -0.42], [2.09, -3.32, -1.50], [1.60, -2.07, -1.70], [0.60, -1.55, -0.85], [0.11, -2.26, 0.22], [0.65, -3.57, 0.46], [0.54, -6.19, 2.67], [2.19, -7.12, 1.06], [2.90, -5.78, -0.88], [2.85, -3.73, -2.16], [1.97, -1.46, -2.52], [0.21, -0.57, -1.05], [1.67, -1.14, 3.26], [2.52, -2.25, 3.31], [3.17, -2.73, 2.18], [4.04, -3.81, 2.27], [4.28, -4.43, 3.48], [3.63, -3.96, 4.62], [2.76, -2.88, 4.54], [1.19, -0.99, 2.39], [1.02, -1.12, 4.03], [3.00, -2.25, 1.22], [4.54, -4.16, 1.37], [4.96, -5.27, 3.55], [3.80, -4.43, 5.58], [2.27, -2.52, 5.43]], "charge": 1, "orbital_gap_ha": 0.2407, "e_homo_ev": -9.8}


3.
{"formula": "CH16O6", "method": "ωB97M-V/def2-TZVPD", "species": ["C", "H", "H", "H", "H", "H", "H", "O", "H", "H", "O", "H", "H", "O", "H", "H", "O", "H", "H", "O", "H", "H", "O"], "positions_angstrom": [[-2.08, 1.04, 2.75], [-1.91, 0.96, 3.81], [-1.34, 0.43, 2.24], [-3.07, 0.68, 2.48], [-2.08, 2.08, 2.41], [0.91, -0.90, -1.54], [1.00, -1.87, -2.73], [1.20, -1.78, -1.80], [-2.63, -0.11, -0.98], [-1.67, -1.03, -0.23], [-2.09, -0.16, -0.18], [-0.16, 2.07, -2.16], [-0.74, 1.11, -1.13], [-0.03, 1.19, -1.79], [1.68, 0.54, 1.09], [1.06, -0.40, 2.21], [1.28, -0.31, 1.28], [-0.30, -3.26, 0.01], [-1.34, -3.10, 1.18], [-1.10, -2.81, 0.30], [3.05, 1.99, -1.06], [2.02, 3.05, -0.88], [2.83, 2.72, -0.47]], "orbital_gap_ha": 0.4207, "smiles": "C.O.O.O.O.O.O", "e_homo_ev": -11.1}


4.
{"formula": "CH4N2O2", "method": "ωB97M-V/def2-TZVPD", "species": ["C", "N", "N", "O", "O", "H", "H", "H", "H"], "positions_angstrom": [[0.63, 0.86, 0.20], [-1.28, -1.03, 0.13], [0.62, -0.54, 0.56], [-2.04, 0.03, -0.14], [1.40, -1.07, -0.43], [1.37, 1.04, -0.55], [-0.34, 1.10, -0.20], [0.68, 1.28, 1.19], [-1.03, -1.66, -0.76]], "charge": -2, "orbital_gap_ha": [0.1554, 0.1562], "e_homo_ev": [3.9, 3.9]}


5.
{"formula": "C7H6BrCl2NS", "method": "ωB97M-V/def2-TZVPD", "species": ["C", "C", "C", "C", "C", "C", "C", "N", "S", "Cl", "Cl", "Br", "H", "H", "H", "H", "H", "H"], "positions_angstrom": [[-0.93, 2.26, 1.11], [-0.54, 0.70, -1.35], [-1.68, 2.48, 0.01], [-1.55, 1.58, -1.17], [-0.19, -1.45, -0.11], [0.24, 1.28, 1.03], [0.36, 0.50, -0.26], [0.15, -2.09, -1.19], [-1.05, -1.73, 1.19], [-2.93, 3.63, 0.10], [-2.83, 1.79, -2.23], [2.16, 0.46, -0.96], [-1.01, 2.79, 1.97], [-0.51, -0.14, -2.15], [1.08, 1.97, 1.21], [0.06, 0.57, 1.87], [0.94, -1.90, -1.85], [-0.47, -2.83, -1.56]], "orbital_gap_ha": 0.2881, "e_homo_ev": -8.0}


Taking the records one at a time from the top gives energy relative to the best compared isomer or geometry (same formula, charge and spin) values of 30.6; 33.2; 18.0; 52.8; 57.8 kcal per mole.